{"formula": "C2H7N3O", "method": "wB97M-V/def2-TZVPD", "gap_ev": [10.33, 10.33], "homo_ev": [-9.487, -9.488], "total_energy_ev": -8701.6707, "symbols": ["C", "C", "N", "N", "N", "O", "H", "H", "H", "H", "H", "H", "H"], "coordinates": [[0.23163, 1.35409, -0.26696], [-0.45253, 0.05391, -0.47602], [-0.37491, -0.79997, 0.61822], [0.77735, -1.63361, 0.70505], [-1.52560, -0.99366, 1.31032], [-1.49571, -1.94701, 2.11452], [1.29954, 1.43385, 0.02851], [0.06831, 2.10782, -1.10104], [-0.25425, 1.95923, 0.52397], [-1.47298, 0.43567, -0.63215], [-0.02169, -0.53962, -1.33582], [1.53185, -1.27202, 1.44516], [0.50869, -2.59572, 1.07980]], "forces_ev_per_angstrom": [[1.072, 3.661, 0.203], [0.327, 0.904, -2.480], [-0.617, -1.940, 2.810], [1.130, -0.493, 2.238], [1.401, -2.153, 0.868], [0.147, 1.963, -1.447], [-0.433, -0.717, -0.516], [0.405, -1.334, 0.340], [-0.107, -0.758, 0.118], [-0.038, -1.264, -0.135], [-0.746, 0.923, 0.524], [-2.496, -0.602, -1.910], [-0.046, 1.810, -0.611]]}

{"formula": "C5H8N2O", "method": "wB97M-V/def2-TZVPD", "gap_ev": 9.57, "homo_ev": -8.624, "total_energy_ev": -10336.2653, "symbols": ["C", "N", "N", "C", "C", "C", "C", "O", "H", "H", "H", "H", "H", "H", "H", "H"], "coordinates": [[-1.74351, -1.21150, -0.21931], [-0.70164, -1.83289, 0.04751], [0.64870, -1.47922, -0.38267], [1.58772, -0.72684, 0.44515], [0.97148, -0.10014, -0.84469], [0.33401, 1.22673, -0.38287], [-0.88781, 0.85048, 0.47778], [-1.75638, 0.15925, -0.38711], [-2.96634, -1.59064, -0.42600], [1.13419, -0.37171, 1.39495], [2.45956, -1.17862, 0.63004], [1.86847, -0.04308, -1.53811], [1.07662, 1.80600, 0.07995], [-0.02018, 2.05581, -1.20932], [-0.56123, 0.73975, 1.50189], [-1.44367, 1.69664, 0.81283]], "forces_ev_per_angstrom": [[-2.841, 1.232, -0.862], [1.053, -2.324, -0.373], [-1.713, 1.186, -0.468], [-5.127, 1.073, 0.558], [3.702, 0.498, 1.782], [-2.461, 1.051, -2.610], [1.276, 3.236, -1.102], [-0.751, -1.160, 0.856], [4.049, 0.479, 1.106], [0.397, -0.008, -0.753], [3.519, -1.483, -0.116], [-1.944, -0.218, -0.048], [1.007, 0.513, 1.233], [0.574, -2.683, 1.282], [-0.070, -2.920, 0.403], [-0.671, 1.530, -0.890]]}

{"formula": "C4H6O2", "method": "wB97M-V/def2-TZVPD", "gap_ev": 10.11, "homo_ev": -9.211, "total_energy_ev": -8337.0895, "symbols": ["C", "C", "O", "C", "C", "O", "H", "H", "H", "H", "H", "H"], "coordinates": [[0.05612, 1.24339, -0.92568], [-0.51461, 0.00144, -0.32114], [-0.39028, -1.13699, -1.00613], [-0.74988, -0.12668, 1.02830], [0.68477, -1.30826, 0.25248], [1.83519, -0.97225, 0.12155], [0.73062, 1.71455, -0.19767], [-0.74162, 1.95516, -1.17708], [0.60626, 0.96429, -1.82774], [-0.33722, 0.60698, 1.71047], [-1.36342, -0.93052, 1.42734], [0.18407, -2.01111, 0.91530]], "forces_ev_per_angstrom": [[-0.002, 0.036, -0.086], [0.149, 0.503, 0.387], [0.221, -0.262, 0.779], [-0.647, 0.702, 0.123], [1.519, -0.462, -0.667], [-1.476, -0.584, 0.143], [-0.149, -0.054, -0.236], [0.184, -0.175, 0.083], [-0.055, 0.181, 0.181], [-0.539, 0.249, -0.026], [0.231, 0.238, -0.092], [0.563, -0.372, -0.590]]}

{"formula": "C26H25BrMgN4O3S3", "method": "wB97M-V/def2-TZVPD", "gap_ev": 7.15, "homo_ev": -7.618, "total_energy_ev": -147466.9572, "symbols": ["Mg", "C", "O", "C", "C", "C", "Br", "C", "C", "C", "O", "C", "N", "C", "C", "C", "C", "C", "C", "N", "H", "H", "H", "H", "H", "H", "H", "H", "H", "H", "H", "C", "C", "C", "C", "O", "H", "H", "H", "H", "H", "H", "H", "H", "H", "S", "C", "S", "C", "N", "N", "C", "C", "C", "C", "C", "C", "S", "H", "H", "H", "H", "H"], "coordinates": [[0.11521, -0.88822, -1.71177], [3.12585, -1.04426, -3.12803], [2.41728, -0.86108, -1.88926], [3.11207, -0.87312, -0.71899], [4.48859, -0.93372, -0.59851], [5.00456, -0.99373, 0.67829], [6.87848, -1.05070, 0.89073], [4.22529, -0.98421, 1.83135], [2.84189, -0.90961, 1.68396], [2.27986, -0.87568, 0.41018], [0.95325, -0.97009, 0.24143], [1.95113, -0.98308, 2.84167], [0.65182, -1.03927, 2.73538], [0.14576, -1.03446, 4.03465], [-1.15246, -1.11902, 4.56518], [-1.31874, -1.19351, 5.92450], [-0.15966, -1.14619, 6.79824], [1.11233, -1.10581, 6.28775], [1.25293, -1.06878, 4.91788], [2.38003, -0.98649, 4.13668], [3.60106, -2.02951, -3.16660], [3.93483, -0.31952, -3.25579], [2.38951, -0.94967, -3.90769], [5.15514, -1.07744, -1.44833], [4.69892, -1.06534, 2.80082], [0.52073, -1.04981, 1.18314], [-2.01027, -1.15203, 3.91309], [-2.31575, -1.27543, 6.32772], [-0.34487, -1.18103, 7.87464], [1.95660, -0.99258, 6.95795], [3.31874, -0.98874, 4.45561], [-0.27377, 2.95743, -3.64530], [0.31626, 2.10797, -2.51018], [-0.11993, 2.67091, -1.16193], [1.88585, 2.21907, -2.65892], [-0.14808, 0.74309, -2.63838], [0.15757, 3.94738, -3.57909], [-1.36069, 3.08762, -3.62705], [-0.02936, 2.56931, -4.61386], [0.20345, 3.70775, -1.06147], [0.31260, 2.06712, -0.35081], [-1.19331, 2.62485, -1.11162], [2.15974, 3.28489, -2.54015], [2.13510, 1.85007, -3.66471], [2.45231, 1.63749, -1.92726], [-5.59621, -2.81185, -0.97846], [-3.98924, -2.60041, -1.28414], [-2.93300, -3.90544, -1.74423], [-1.62513, -2.85090, -1.70412], [-1.89317, -1.59715, -1.36940], [-3.26137, -1.44782, -1.20189], [-3.85004, -0.12706, -1.26280], [-3.38268, 0.91710, -0.43816], [-3.81425, 2.20862, -0.68298], [-4.71872, 2.47620, -1.69172], [-5.28757, 1.42558, -2.38644], [-4.83124, 0.14070, -2.19587], [-0.05028, -3.32230, -2.11377], [-2.60675, 0.71351, 0.31615], [-3.47862, 3.07138, -0.11830], [-5.13390, 3.45882, -1.83960], [-6.10131, 1.61666, -3.06377], [-5.15437, -0.69845, -2.81565]], "forces_ev_per_angstrom": [[0.032, 0.904, -0.299], [0.532, -0.212, 0.388], [0.164, -0.168, -0.330], [-0.383, -0.088, -0.243], [-0.289, -0.379, -0.328], [0.262, 0.152, 1.236], [0.228, -0.083, -0.028], [0.301, 0.119, -0.936], [0.004, -0.295, 0.219], [0.720, -0.254, 0.331], [-0.730, 0.306, -0.170], [0.707, 0.083, -0.076], [-0.680, 0.340, 0.226], [0.844, -0.741, 0.698], [0.146, -0.057, -0.585], [1.690, 0.193, 0.790], [-1.907, -0.360, -0.486], [0.034, 0.420, 0.886], [-0.759, 0.452, -0.554], [-0.854, -0.150, -0.622], [-0.293, -0.079, 0.130], [-0.349, 0.267, 0.110], [-0.184, 0.102, -0.193], [-0.313, 0.325, 0.172], [-0.010, 0.072, -0.096], [0.000, 0.132, -0.321], [-0.088, 0.030, -0.167], [0.006, 0.031, 0.171], [0.240, 0.070, -0.360], [0.062, -0.242, -0.087], [0.568, 0.022, 0.151], [-0.223, 0.245, 0.531], [0.176, -1.545, -0.482], [0.558, -0.197, -0.177], [-1.010, 0.192, -0.120], [0.907, 1.061, 0.478], [0.110, 0.463, -0.060], [0.066, -0.304, 0.348], [0.275, -0.451, -0.505], [0.009, 0.065, 0.163], [-0.081, 0.175, -0.075], [-0.448, -0.006, 0.147], [0.095, -0.501, -0.241], [0.129, 0.261, 0.236], [-0.255, 0.016, 0.098], [0.002, -0.010, -0.045], [-0.519, 0.446, 0.283], [-0.949, -0.343, 0.153], [0.934, 1.418, 0.219], [-0.270, -1.066, -0.414], [-0.608, -0.063, 0.060], [0.730, 0.744, 0.774], [0.647, -0.920, -0.185], [0.075, 0.527, 0.041], [-0.907, -0.442, 0.307], [-0.040, 0.115, -0.087], [0.267, -1.050, -0.593], [0.818, -0.214, -0.174], [-0.485, 0.096, -0.371], [0.294, -0.334, 0.230], [0.240, 0.303, -0.017], [-0.027, -0.019, -0.334], [-0.214, 0.428, 0.183]]}